Record 1
The following is a DFT calculation (the ωB97M-V functional and the def2-TZVPD basis) of 2 unconnected molecules or ions with the total composition Br2HOP in a non-equilibrium geometry.

HOMO-LUMO gap (spin up / spin down) in eV: 8.3730 / 8.3723
Lowest unoccupied orbital energy (spin up / spin down) in eV: -1.7 / -1.7
Energy above the lowest of the compared OMol25 structures with the same formula, charge and spin in eV: 3.019

Geometry as XYZ:
```
5
Properties=species:S:1:pos:R:3:forces:R:3
P 0.8547 -0.1252 0.5922 -3.081 2.312 -1.352
O -1.4703 0.3474 0.0747 1.606 -1.972 2.797
Br 1.4935 1.6412 -0.7521 -0.422 -1.147 0.978
H -2.0362 -0.1057 0.8326 1.914 1.258 -2.138
Br 1.1583 -1.7577 -0.7473 -0.017 -0.452 -0.284
```
Forces are in eV/Å.

Record 2
The following is a DFT calculation (the ωB97M-V functional and the def2-TZVPD basis) of a molecular structure, C17H11N3S3SiTi.

2S+1: 2
HOMO-LUMO gap (spin up / spin down) in eV: 7.7180 / 7.9020
Lowest unoccupied orbital energy (spin up / spin down) in eV: 2.1 / 2.3
Net charge: -1

Geometry as XYZ:
```
36
Properties=species:S:1:pos:R:3:forces:R:3
H -3.4669 4.1812 -0.8581 0.006 -0.015 0.006
C -0.7466 1.3836 -0.7881 -0.084 0.201 -0.098
S 1.6419 1.4829 2.5855 0.235 -0.088 0.064
C -1.5948 -3.3229 -1.9844 0.053 0.055 -0.034
H -1.6564 -4.2729 -3.9107 0.003 0.012 0.002
C -1.6567 3.4307 -1.7404 -0.006 -0.046 0.051
C -1.0419 -2.2970 -1.2281 -0.032 -0.024 -0.051
H -1.3481 -2.2064 -0.1901 0.033 0.038 0.050
C 3.1822 0.9064 3.2159 -0.028 0.792 0.303
C 3.9658 1.8728 3.9616 -0.280 -0.345 -0.333
H 0.1378 2.4830 -2.4118 -0.015 -0.015 0.020
C -2.7152 3.4012 -0.8399 0.029 -0.016 -0.021
H 1.6797 0.5604 -1.5653 0.138 0.037 0.026
C -0.6872 2.4366 -1.7083 -0.008 0.026 0.043
H -2.3029 -4.0068 -1.5316 0.010 0.009 -0.009
C -1.2334 -3.4715 -3.3168 0.014 0.020 0.020
H -1.9404 0.5770 0.8289 0.091 -0.050 0.021
C 0.2231 -1.5643 -3.1150 -0.015 -0.048 0.014
H -3.6146 2.3332 0.7942 -0.009 0.007 -0.007
Ti 0.7155 -0.5203 1.7723 0.573 -0.023 0.318
C 3.6453 -0.3419 3.0430 0.503 -0.641 0.062
C -0.3221 -2.5884 -3.8808 0.000 0.018 0.049
C -2.7988 2.3684 0.0829 0.075 0.003 -0.064
C -1.8247 1.3765 0.1012 -0.123 0.036 0.003
N -0.8108 -1.2499 2.8016 -0.337 0.006 0.189
H -0.0359 -2.6973 -4.9203 0.008 -0.001 0.003
S 2.7759 -1.5986 2.1668 0.159 0.206 0.100
S -2.0756 -0.5644 5.1847 0.026 -0.097 -0.138
Si 0.5775 0.0260 -0.7240 -0.336 -0.026 -0.437
C -1.3463 -0.9565 3.8225 -0.127 0.019 0.116
C 4.9303 -0.7221 3.5989 -0.518 0.101 -0.229
N 4.5749 2.6606 4.5367 0.003 0.029 0.037
H -1.5859 4.2326 -2.4662 0.007 -0.009 0.015
N 5.9442 -1.0561 4.0265 0.042 -0.010 0.012
C -0.1241 -1.3912 -1.7716 -0.074 -0.152 -0.113
H 0.9350 -0.8846 -3.5718 -0.013 -0.009 0.010
```
Forces are in eV/Å.

Number 1: electronic energy -151436.150 eV. Number 2: electronic energy -85779.834 eV.